Record 1
Density functional theory data (the ωB97M-V functional and the def2-TZVPD basis) for a structure of composition C6H12.

Element x y z (Å)
C (-1.29563, 1.48693, 0.85726)
C (1.29488, -1.48838, -0.85396)
C (-0.68514, 2.70683, 1.49924)
C (0.68595, -2.70513, -1.50338)
C (0.04219, 0.12113, 0.61886)
C (-0.04294, -0.12250, -0.61582)
H (0.64964, -0.03116, 1.49105)
H (-0.65043, 0.03014, -1.48793)
H (-1.98185, 0.95029, 1.51359)
H (-1.84104, 1.72730, -0.05610)
H (1.83638, -1.73324, 0.06053)
H (1.98423, -0.94970, -1.50531)
H (0.02346, 3.20148, 0.82709)
H (0.15746, -2.44703, -2.42675)
H (-1.44788, 3.45050, 1.76931)
H (-0.15284, 2.45289, 2.42158)
H (1.44915, -3.44840, -1.77331)
H (-0.02559, -3.20197, -0.83595)

Highest occupied orbital energy ... -8.1532 eV
Electronic energy ... -235.65977 Ha
Energy relative to the best compared isomer or geometry (same formula, charge and spin) ... 99.4 kcal/mol
LUMO energy ... 1.27 eV



Record 2
Density functional theory data (the ωB97M-V functional and the def2-TZVPD basis) for an isolated molecule of C6H12.

Element x y z (Å)
C (1.78140, 1.00118, -0.56040)
C (1.40299, -0.25413, 0.22892)
C (0.18738, -0.87890, -0.41670)
C (-0.91122, -1.57759, 0.32156)
C (-1.18301, -0.24503, -0.32866)
C (-1.58336, 0.92527, 0.54744)
H (1.85334, 0.75725, -1.62869)
H (0.99535, 1.75725, -0.44090)
H (2.71546, 1.46472, -0.23762)
H (1.20500, -0.00249, 1.27811)
H (2.22952, -0.97936, 0.24292)
H (0.41020, -1.30908, -1.39336)
H (-0.84494, -1.57490, 1.40865)
H (-1.34980, -2.47514, -0.10755)
H (-1.74177, -0.27830, -1.26188)
H (-2.65734, 0.83598, 0.73564)
H (-1.42057, 1.90686, 0.08698)
H (-1.08863, 0.92642, 1.52554)

Highest occupied orbital energy ... -9.8130 eV
Electronic energy ... -235.77978 Ha
Energy relative to the best compared isomer or geometry (same formula, charge and spin) ... 24.1 kcal/mol
Structure (SMILES) ... CC[C@H]1C[C@H]1C
LUMO energy ... 1.23 eV



Record 3
Density functional theory data (the ωB97M-V functional and the def2-TZVPD basis) for an isolated molecule of C6H12.

Element x y z (Å)
C (-0.78654, 0.08176, 1.19711)
C (-0.04339, 0.11337, 0.10237)
C (-0.65507, 0.20420, -1.27352)
C (-2.13848, -0.07522, -1.41264)
C (1.44753, 0.05228, 0.08428)
C (2.13683, -0.26596, 1.41334)
H (-1.86735, 0.13565, 1.20413)
H (-0.33793, -0.07946, 2.16988)
H (-0.10951, -0.37902, -1.99786)
H (-0.41160, 1.20732, -1.66683)
H (-2.41940, -1.08764, -1.12277)
H (-2.45995, 0.06929, -2.43584)
H (-2.71855, 0.60911, -0.79317)
H (1.91818, 0.99256, -0.23801)
H (1.75384, -0.65056, -0.69377)
H (1.82801, -1.23712, 1.80871)
H (1.66394, 0.38196, 2.15821)
H (3.19944, -0.07252, 1.49638)

Highest occupied orbital energy ... -9.2926 eV
Electronic energy ... -235.78198 Ha
Energy relative to the best compared isomer or geometry (same formula, charge and spin) ... 22.7 kcal/mol
Structure (SMILES) ... C=C(CC)CC
LUMO energy ... 1.13 eV